No. 1
ORCA calculation (ωB97M-V with the def2-TZVPD basis set) on a 2-piece molecular cluster, C7H12N3O overall.

Computed properties:
HOMO energy = -0.47724 Eh
molar mass = 154.2 g/mol
charge = +1
relative energy (zero: lowest compared OMol25 entry of this formula, charge and spin) = 7.292 eV
gap between HOMO and LUMO = 8.521 eV
DFT total energy = -13957.981 eV
strongest force on any atom = 4.2 eV/A

```
23
Properties=species:S:1:pos:R:3:forces:R:3
C -0.7016 -1.1399 0.2655 -0.1 -1.5 -0.8
C -0.1418 0.8877 0.9940 2.5 -3.1 -1.0
C 1.1562 0.6830 0.1070 0.3 0.7 -1.3
C -0.8655 -0.4283 1.4958 0.5 1.9 -0.5
C 0.4637 -0.8659 -1.7933 0.9 0.3 -2.2
C -2.2325 -0.2039 2.0703 0.9 -0.2 -3.6
C 2.2781 -0.6071 -4.0003 0.0 -0.1 -0.4
N -0.4446 -1.5302 -0.8110 -0.2 0.8 1.9
N 2.4699 0.4817 -3.6750 0.3 -2.2 -0.7
N 0.8527 0.3892 -1.2754 -1.2 0.4 -0.4
O 2.6251 1.5329 -3.2227 0.2 3.4 1.0
H 0.3084 1.3164 1.8057 0.1 1.7 2.4
H -0.7235 1.4150 0.3525 -2.2 2.1 -1.1
H 1.8560 1.6134 0.1377 -1.4 -1.7 0.1
H 1.7170 -0.1783 0.3615 1.0 -0.7 1.4
H -0.3454 -0.7305 2.3538 1.7 -1.5 0.5
H 1.4403 -1.4437 -1.9065 -1.9 -0.5 0.2
H -2.7376 0.4203 1.3972 -1.6 0.3 -1.1
H -2.1931 0.3323 2.9070 0.6 2.0 3.7
H -2.5955 -1.1415 2.2584 -1.8 -2.1 0.4
H -0.1341 -0.7743 -2.8393 1.6 -0.3 2.6
H 2.6428 -1.4594 -4.4800 0.1 -0.9 -0.5
H 0.9363 1.0887 -1.9562 -0.1 1.2 -0.6
```
Positions in Å, forces in eV/Å.


No. 2
ORCA calculation (ωB97M-V with the def2-TZVPD basis set) on C2H2INP2 as an isolated structure.

Computed properties:
HOMO energy (spin up / spin down) = -0.29059 / -0.28804 Eh
molar mass = 228.9 g/mol
relative energy (zero: lowest compared OMol25 entry of this formula, charge and spin) = 2.574 eV
gap between HOMO and LUMO (spin up / spin down) = 6.743 / 6.752 eV
DFT total energy = -30270.699 eV
strongest force on any atom = 1.4 eV/A

```
8
Properties=species:S:1:pos:R:3:forces:R:3
C 0.7633 0.1725 -0.4284 0.5 -0.2 -0.6
C 1.6533 0.6256 -1.1026 -0.7 0.8 0.7
N -0.0493 -0.7536 0.1143 -0.5 0.1 0.5
P 0.2783 -2.3383 -0.2461 0.1 -1.4 -0.2
P -1.3656 -0.5245 1.2242 0.0 0.0 0.1
I -2.8397 0.9559 -0.0088 -0.2 0.2 -0.1
H 2.3081 1.3450 -1.4956 0.6 0.2 -0.5
H -0.7484 0.5175 1.9430 0.0 0.2 0.1
```
Positions in Å, forces in eV/Å.